Molecular formula: C4H12
Method: DFT, ωB97M-V with the def2-TZVPD basis set

Positions of all 16 atoms, in Å:
C 1.792 0.306 0.492
C 2.063 -0.529 1.766
H 1.192 -0.174 -0.298
H 1.355 1.258 0.779
H 2.793 0.454 0.028
H 2.853 -0.066 2.358
H 2.158 -1.571 1.492
H 1.114 -0.320 2.314
C -1.569 0.771 -1.183
C -2.286 -0.565 -1.077
H -0.769 0.741 -0.351
H -1.105 0.976 -2.141
H -2.187 1.632 -0.886
H -3.279 -0.420 -1.536
H -2.368 -0.901 -0.045
H -1.723 -1.263 -1.695

Net charge = +1
ΔE to the lowest compared entry with this formula, charge and spin = 60.8 kJ/mol
Gap between HOMO and LUMO (alpha / beta) = 14.236 / 3.768 eV
Multiplicity = 2
<S²> = 0.754

Formally, the Mulliken partial charges of the atoms, in units of the elementary charge, are as follows:
1 C -0.668
2 C -0.691
3 H 0.233
4 H 0.339
5 H 0.367
6 H 0.340
7 H 0.327
8 H 0.273
9 C -0.402
10 C -0.769
11 H -0.004
12 H 0.340
13 H 0.350
14 H 0.314
15 H 0.343
16 H 0.309

Molecular formula: C4H12
Method: DFT, ωB97M-V with the def2-TZVPD basis set

Positions of all 16 atoms, in Å:
C -0.997 -1.345 1.328
C -0.726 -0.057 2.031
H -2.055 -1.528 1.182
H -0.523 -1.286 0.330
H -0.546 -2.268 1.780
H -1.029 0.909 1.518
H 0.344 0.106 2.196
H -1.321 -0.108 2.874
C 0.824 -0.095 -1.734
C 0.960 1.442 -1.499
H 1.533 -0.775 -1.280
H -0.137 -0.302 -1.462
H 0.870 -0.430 -2.743
H 0.016 2.068 -1.627
H 1.334 2.005 -2.344
H 1.451 1.663 -0.549

Net charge = +1
ΔE to the lowest compared entry with this formula, charge and spin = 94.4 kJ/mol
Gap between HOMO and LUMO (alpha / beta) = 14.107 / 3.943 eV
Multiplicity = 2
<S²> = 0.753

Formally, the Mulliken partial charges of the atoms, in units of the elementary charge, are as follows:
1 C -0.476
2 C -0.711
3 H 0.311
4 H 0.035
5 H 0.325
6 H 0.308
7 H 0.319
8 H 0.330
9 C -0.741
10 C -0.733
11 H 0.368
12 H 0.253
13 H 0.417
14 H 0.337
15 H 0.358
16 H 0.303

Molecular formula: C4H12AlClO3P
Method: DFT, ωB97M-V with the def2-TZVPD basis set

Positions of all 22 atoms, in Å:
C 1.371 -1.903 -0.107
C 2.145 -0.617 -0.363
C 1.756 0.612 0.480
Cl 1.314 0.096 2.202
Al 0.373 1.899 -0.296
C -1.198 0.748 -0.947
P -2.475 0.435 0.216
O -3.260 1.579 0.710
O -3.422 -0.735 -0.425
O -1.820 -0.498 1.372
H 1.559 -2.628 -0.904
H 1.657 -2.368 0.837
H 0.296 -1.729 -0.045
H 2.018 -0.326 -1.413
H 3.215 -0.834 -0.244
H 2.664 1.186 0.676
H -0.053 2.981 0.814
H 1.097 2.549 -1.602
H -1.649 1.218 -1.826
H -0.801 -0.222 -1.257
H -3.701 -1.359 0.260
H -1.086 -0.082 1.862

Net charge = -1
Gap between HOMO and LUMO = 8.696 eV

Formally, the Mulliken partial charges of the atoms, in units of the elementary charge, are as follows:
1 C -1.043
2 C -0.644
3 C -0.145
4 Cl -0.314
5 Al 0.261
6 C -0.601
7 P 0.854
8 O -0.728
9 O -0.531
10 O -0.532
11 H 0.331
12 H 0.369
13 H 0.227
14 H 0.292
15 H 0.335
16 H 0.377
17 H -0.293
18 H -0.340
19 H 0.410
20 H 0.180
21 H 0.293
22 H 0.242

Molecular formula: C4H12B2CsF8NO
Method: DFT, ωB97M-V with the def2-TZVPD basis set

Positions of all 29 atoms, in Å:
Cs -2.211 1.417 0.965
C 2.146 -0.014 -1.113
C 1.391 -1.138 -1.849
C 0.271 -1.633 -0.915
O -0.777 -0.756 -0.848
C -2.052 -1.278 -1.201
N 0.852 -0.676 -3.166
H 0.171 0.067 -3.093
H 1.596 -0.220 -3.675
H 0.359 -1.352 -3.730
H 2.708 -0.205 -0.199
H 1.493 0.853 -1.012
H 2.919 0.446 -1.729
H 2.070 -1.988 -1.918
H 0.734 -1.684 0.071
H -0.028 -2.646 -1.184
H -2.389 -2.139 -0.623
H -2.034 -1.595 -2.244
H -2.674 -0.389 -1.299
B -2.129 -0.755 3.588
F -1.152 0.261 3.558
F -1.518 -1.819 4.180
F -3.257 -0.288 4.205
F -2.360 -1.130 2.261
B 1.232 3.711 2.166
F 1.907 4.437 1.283
F 0.393 4.574 2.924
F 0.304 2.907 1.620
F 2.035 3.032 2.978

Net charge = +1
Gap between HOMO and LUMO (alpha / beta) = 9.074 / 2.793 eV
Multiplicity = 2
<S²> = 0.755

Formally, the Mulliken partial charges of the atoms, in units of the elementary charge, are as follows:
1 Cs 1.178
2 C -1.472
3 C 0.329
4 C -0.938
5 O -0.236
6 C -1.017
7 N -0.229
8 H 0.314
9 H 0.376
10 H 0.360
11 H 0.433
12 H 0.377
13 H 0.384
14 H 0.261
15 H 0.471
16 H 0.451
17 H 0.223
18 H 0.385
19 H 0.435
20 B 0.430
21 F -0.411
22 F -0.351
23 F -0.345
24 F -0.362
25 B 0.443
26 F -0.253
27 F 0.058
28 F -0.088
29 F -0.208

Molecular formula: C4H12BN
Method: DFT, ωB97M-V with the def2-TZVPD basis set

Positions of all 18 atoms, in Å:
B 0.054 -0.884 1.111
C 0.779 -0.994 2.467
C -1.234 -1.448 0.485
C -0.563 1.681 -1.486
C 0.652 0.819 -1.862
N 1.537 0.458 -0.806
H 1.774 -0.553 2.483
H 0.887 -2.043 2.749
H 0.197 -0.514 3.254
H -1.619 -2.333 0.994
H -1.093 -1.702 -0.566
H -2.028 -0.700 0.505
H -1.157 1.907 -2.368
H -1.183 1.149 -0.767
H -0.238 2.619 -1.036
H 0.313 -0.104 -2.348
H 1.238 1.379 -2.615
H 1.684 1.261 -0.193

ΔE to the lowest compared entry with this formula, charge and spin = 434.2 kJ/mol
Gap between HOMO and LUMO (alpha / beta) = 8.362 / 7.174 eV

Formally, the Mulliken partial charges of the atoms, in units of the elementary charge, are as follows:
1 B 0.084
2 C -0.828
3 C -0.947
4 C -0.879
5 C -0.341
6 N -0.570
7 H 0.256
8 H 0.324
9 H 0.338
10 H 0.382
11 H 0.290
12 H 0.346
13 H 0.341
14 H 0.103
15 H 0.304
16 H 0.273
17 H 0.334
18 H 0.192

Molecular formula: C4H12BrN3O
Method: DFT, ωB97M-V with the def2-TZVPD basis set

Positions of all 21 atoms, in Å:
C -0.105 -0.881 -0.539
C 0.713 0.054 -0.209
C -2.516 0.326 0.678
C 2.267 0.047 -0.319
N -3.580 0.867 -0.137
N -0.242 -2.162 -0.570
N 2.926 1.022 0.604
O 2.899 -1.169 0.057
Br 0.117 1.939 -0.159
H -2.406 -0.781 0.620
H -2.374 0.908 1.644
H 2.451 0.477 -1.394
H -4.309 0.200 -0.190
H -3.980 1.733 0.222
H 0.018 -2.723 0.318
H -0.834 -2.661 -1.176
H -3.202 0.872 -1.108
H 2.364 2.017 0.418
H 2.682 0.809 1.655
H 3.933 0.868 0.252
H 3.178 -1.763 -0.669

Net charge = +2
ΔE to the lowest compared entry with this formula, charge and spin = 279.1 kJ/mol
Gap between HOMO and LUMO (alpha / beta) = 8.977 / 6.886 eV

Formally, the Mulliken partial charges of the atoms, in units of the elementary charge, are as follows:
1 C -0.087
2 C 0.175
3 C -0.826
4 C -0.057
5 N -0.200
6 N -0.366
7 N -0.341
8 O -0.517
9 Br -0.172
10 H 0.436
11 H 0.374
12 H 0.375
13 H 0.351
14 H 0.359
15 H 0.299
16 H 0.274
17 H 0.388
18 H 0.366
19 H 0.381
20 H 0.409
21 H 0.379

Molecular formula: C4H12BrO2
Method: DFT, ωB97M-V with the def2-TZVPD basis set

Positions of all 19 atoms, in Å:
Br 0.917 2.305 -1.835
C 2.481 -1.582 0.458
C 0.986 -1.440 0.254
C 0.368 -0.690 1.393
O 0.726 -0.842 -1.015
H 2.687 -2.074 1.419
H 3.039 -0.644 0.527
H 2.967 -2.153 -0.336
H 0.557 -2.444 0.161
H 0.829 0.277 1.630
H 0.331 -1.268 2.318
H -0.643 -0.338 1.144
H 0.714 0.140 -0.887
C -2.929 1.709 -0.675
O -2.452 2.023 -1.947
H -3.696 2.413 -0.330
H -3.272 0.688 -0.469
H -2.131 1.851 0.075
H -1.477 2.070 -1.886

Net charge = -1
ΔE to the lowest compared entry with this formula, charge and spin = 35.1 kJ/mol
Gap between HOMO and LUMO = 7.946 eV

Formally, the Mulliken partial charges of the atoms, in units of the elementary charge, are as follows:
1 Br -0.856
2 C -1.270
3 C 0.598
4 C -1.320
5 O -0.448
6 H 0.349
7 H 0.296
8 H 0.310
9 H 0.225
10 H 0.347
11 H 0.400
12 H 0.276
13 H 0.166
14 C -0.505
15 O -0.446
16 H 0.260
17 H 0.244
18 H 0.156
19 H 0.217

Molecular formula: C4H12ClO2S2
Method: DFT, ωB97M-V with the def2-TZVPD basis set

Positions of all 21 atoms, in Å:
Cl 16.776 3.038 -1.640
C 17.765 5.253 -0.301
S 19.478 4.944 -0.874
O 19.377 3.981 -2.095
C 19.742 6.686 -1.426
H 17.365 4.277 -0.028
H 17.106 5.520 -1.127
H 17.606 5.849 0.598
H 18.944 6.836 -2.153
H 20.660 6.486 -1.979
H 19.797 7.537 -0.747
C 14.008 6.460 -1.601
S 15.420 6.582 -0.358
O 14.934 7.573 0.704
C 15.403 4.879 0.356
H 14.415 6.037 -2.520
H 13.683 7.460 -1.888
H 13.165 5.972 -1.112
H 14.426 4.488 0.639
H 16.122 4.811 1.172
H 15.693 4.086 -0.333

Net charge = -1
ΔE to the lowest compared entry with this formula, charge and spin = 255.2 kJ/mol
Gap between HOMO and LUMO = 7.087 eV

Formally, the Mulliken partial charges of the atoms, in units of the elementary charge, are as follows:
1 Cl -0.708
2 C -1.693
3 S 0.330
4 O -0.557
5 C -0.948
6 H 0.454
7 H 0.640
8 H 0.579
9 H 0.251
10 H 0.355
11 H 0.328
12 C -0.930
13 S 0.577
14 O -0.738
15 C -0.831
16 H 0.316
17 H 0.339
18 H 0.287
19 H 0.424
20 H 0.400
21 H 0.125

Molecular formula: C4H12I2O4Zn
Method: DFT, ωB97M-V with the def2-TZVPD basis set

Positions of all 23 atoms, in Å:
Zn -0.097 0.161 0.106
I -2.770 0.047 0.615
I 2.733 0.148 -0.202
C -0.522 2.650 -1.329
C -0.035 1.671 -2.381
O -0.357 0.318 -2.006
O -0.048 2.240 -0.018
H -1.612 2.702 -1.306
H -0.101 3.627 -1.569
H 1.050 1.757 -2.473
H -0.498 1.914 -3.337
H -0.850 -0.069 -2.733
H 0.028 3.065 0.467
C 0.755 -1.867 2.281
C -0.017 -2.652 1.250
O -0.019 -2.005 -0.041
O 0.411 -0.484 2.200
H 1.836 -1.969 2.149
H 0.503 -2.277 3.262
H -1.054 -2.773 1.570
H 0.454 -3.630 1.140
H -0.585 -2.557 -0.591
H 0.796 -0.017 2.946

ΔE to the lowest compared entry with this formula, charge and spin = 0.0 kJ/mol
Gap between HOMO and LUMO = 7.959 eV

Formally, the Mulliken partial charges of the atoms, in units of the elementary charge, are as follows:
1 Zn 0.413
2 I -0.526
3 I -0.522
4 C -0.380
5 C -0.484
6 O -0.315
7 O -0.284
8 H 0.308
9 H 0.374
10 H 0.273
11 H 0.386
12 H 0.255
13 H 0.239
14 C -0.477
15 C -0.430
16 O -0.360
17 O -0.354
18 H 0.349
19 H 0.341
20 H 0.368
21 H 0.309
22 H 0.277
23 H 0.241

Molecular formula: C4H12IN2P
Method: DFT, ωB97M-V with the def2-TZVPD basis set

Positions of all 20 atoms, in Å:
C -0.381 2.090 -0.827
C 1.984 1.665 -0.712
C -0.626 -2.488 -0.193
C 0.103 -1.344 1.831
N 0.674 1.130 -1.088
N -0.934 -1.749 0.880
P -2.466 -1.258 1.454
I -4.015 -1.565 -0.374
H -0.013 2.856 -0.171
H -0.630 2.645 -1.680
H -1.229 1.576 -0.353
H 2.722 0.946 -0.848
H 2.378 2.448 -1.252
H 1.784 1.884 0.427
H 0.713 0.881 -2.147
H -1.444 -2.694 -0.881
H 0.212 -3.018 -0.274
H -0.305 -1.497 2.789
H 0.784 -2.150 1.726
H 0.688 -0.358 1.691

ΔE to the lowest compared entry with this formula, charge and spin = 186.6 kJ/mol
Gap between HOMO and LUMO (alpha / beta) = 6.819 / 7.119 eV

Formally, the Mulliken partial charges of the atoms, in units of the elementary charge, are as follows:
1 C -0.881
2 C -0.991
3 C -0.259
4 C -0.986
5 N -0.238
6 N 0.201
7 P -0.154
8 I -0.147
9 H 0.330
10 H 0.370
11 H 0.199
12 H 0.290
13 H 0.388
14 H 0.313
15 H 0.225
16 H 0.069
17 H 0.290
18 H 0.471
19 H 0.386
20 H 0.124

Molecular formula: C4H12IO4
Method: DFT, ωB97M-V with the def2-TZVPD basis set

Positions of all 21 atoms, in Å:
I 1.361 16.048 -10.030
C 5.538 15.310 -10.470
C 5.572 15.632 -8.988
O 4.567 16.553 -8.601
O 4.505 14.400 -10.801
H 6.496 14.839 -10.726
H 5.487 16.209 -11.093
H 6.534 16.098 -8.735
H 5.522 14.719 -8.385
H 3.745 16.324 -9.077
H 3.643 14.846 -10.738
C 0.834 13.253 -13.221
C 1.810 14.132 -13.991
O 1.824 15.479 -13.547
O 1.235 12.916 -11.916
H 0.773 12.303 -13.762
H -0.151 13.734 -13.198
H 1.552 14.142 -15.049
H 2.812 13.694 -13.864
H 1.766 15.484 -12.577
H 1.053 13.618 -11.268

Net charge = -1
ΔE to the lowest compared entry with this formula, charge and spin = 0.0 kJ/mol
Gap between HOMO and LUMO = 8.274 eV

Formally, the Mulliken partial charges of the atoms, in units of the elementary charge, are as follows:
1 I -0.599
2 C -0.496
3 C -0.222
4 O -0.449
5 O -0.364
6 H 0.305
7 H 0.278
8 H 0.283
9 H 0.193
10 H 0.158
11 H 0.139
12 C -0.437
13 C -0.222
14 O -0.519
15 O -0.463
16 H 0.291
17 H 0.291
18 H 0.316
19 H 0.191
20 H 0.143
21 H 0.180

Molecular formula: C4H12MnN3O11S
Method: DFT, ωB97M-V with the def2-TZVPD basis set

Positions of all 32 atoms, in Å:
Mn 0.491 -0.722 -0.577
C -2.583 -0.973 -1.832
O -1.211 -0.979 -1.625
H -2.979 0.012 -1.541
H -2.943 -1.240 -2.832
H -3.022 -1.713 -1.143
S 2.999 -1.467 -0.231
O 3.447 -2.723 0.379
O 4.285 -0.789 -0.467
O 2.183 -1.654 -1.432
O 2.121 -0.637 0.644
C -1.959 -2.889 2.287
N -0.548 -2.415 2.372
O -0.052 -2.282 3.457
O -0.006 -2.111 1.320
H -2.585 -2.020 2.098
H -2.228 -3.530 3.116
H -1.945 -3.401 1.324
C -1.347 2.830 1.023
N -1.349 1.428 1.518
O -1.942 1.098 2.534
O -0.510 0.707 1.018
H -2.277 3.237 0.644
H -0.638 2.778 0.199
H -0.854 3.392 1.812
C 2.776 2.521 -1.827
N 1.508 1.918 -2.262
O 1.088 2.188 -3.359
O 0.913 1.268 -1.424
H 2.431 3.507 -1.507
H 3.453 2.667 -2.663
H 3.283 1.993 -1.024

Net charge = -1
ΔE to the lowest compared entry with this formula, charge and spin = 132.0 kJ/mol
Gap between HOMO and LUMO (alpha / beta) = 5.861 / 5.873 eV
Multiplicity = 6
<S²> = 8.757

Formally, the Mulliken partial charges of the atoms, in units of the elementary charge, are as follows:
1 Mn 1.260
2 C -0.843
3 O -0.778
4 H 0.232
5 H 0.230
6 H 0.215
7 S 1.398
8 O -0.729
9 O -0.757
10 O -0.771
11 O -0.611
12 C -0.735
13 N 0.798
14 O -0.542
15 O -0.310
16 H 0.246
17 H 0.284
18 H 0.302
19 C -0.614
20 N 0.850
21 O -0.543
22 O -0.337
23 H 0.286
24 H 0.081
25 H 0.311
26 C -0.764
27 N 0.814
28 O -0.516
29 O -0.342
30 H 0.296
31 H 0.295
32 H 0.294

Please write out number 9 again, unchanged.
Molecular formula: C4H12I2O4Zn
Method: DFT, ωB97M-V with the def2-TZVPD basis set

Positions of all 23 atoms, in Å:
Zn -0.097 0.161 0.106
I -2.770 0.047 0.615
I 2.733 0.148 -0.202
C -0.522 2.650 -1.329
C -0.035 1.671 -2.381
O -0.357 0.318 -2.006
O -0.048 2.240 -0.018
H -1.612 2.702 -1.306
H -0.101 3.627 -1.569
H 1.050 1.757 -2.473
H -0.498 1.914 -3.337
H -0.850 -0.069 -2.733
H 0.028 3.065 0.467
C 0.755 -1.867 2.281
C -0.017 -2.652 1.250
O -0.019 -2.005 -0.041
O 0.411 -0.484 2.200
H 1.836 -1.969 2.149
H 0.503 -2.277 3.262
H -1.054 -2.773 1.570
H 0.454 -3.630 1.140
H -0.585 -2.557 -0.591
H 0.796 -0.017 2.946

ΔE to the lowest compared entry with this formula, charge and spin = 0.0 kJ/mol
Gap between HOMO and LUMO = 7.959 eV

Formally, the Mulliken partial charges of the atoms, in units of the elementary charge, are as follows:
1 Zn 0.413
2 I -0.526
3 I -0.522
4 C -0.380
5 C -0.484
6 O -0.315
7 O -0.284
8 H 0.308
9 H 0.374
10 H 0.273
11 H 0.386
12 H 0.255
13 H 0.239
14 C -0.477
15 C -0.430
16 O -0.360
17 O -0.354
18 H 0.349
19 H 0.341
20 H 0.368
21 H 0.309
22 H 0.277
23 H 0.241

- What is the formula in the twelfth record?
  C4H12MnN3O11S